(A)
{"formula": "C28H30F6N6O4S3SiTa", "method": "ωB97M-V with the def2-TZVPD basis set", "symbols": ["Ta", "C", "N", "C", "C", "C", "C", "C", "C", "N", "C", "C", "C", "C", "C", "C", "N", "C", "C", "C", "C", "C", "N", "H", "H", "H", "H", "H", "H", "H", "H", "H", "H", "H", "H", "H", "H", "H", "H", "H", "H", "C", "Si", "C", "C", "C", "C", "C", "C", "N", "C", "S", "H", "H", "H", "H", "H", "H", "H", "H", "H", "H", "H", "H", "F", "C", "F", "F", "S", "O", "O", "N", "S", "O", "O", "C", "F", "F", "F"], "coordinates": [[-0.32193, 0.39822, 0.40264], [-1.87914, 2.24310, -1.70499], [-1.51210, 2.34535, -0.26490], [-2.79612, 2.45638, 0.46558], [-3.43838, 1.10828, 0.44859], [-4.78692, 0.95957, 0.70235], [-5.33472, -0.30837, 0.72562], [-4.50171, -1.39296, 0.48460], [-3.16904, -1.17141, 0.23841], [-2.61097, 0.06901, 0.19971], [-0.69511, 3.57918, -0.08112], [0.44269, 3.38259, 0.86382], [0.99537, 4.44781, 1.53981], [2.16086, 4.26226, 2.26982], [2.73526, 3.00366, 2.29846], [2.11281, 1.97215, 1.62933], [0.98007, 2.13984, 0.90722], [-0.64797, 1.92387, -2.46800], [-0.48204, 2.33083, -3.77816], [0.69878, 2.02980, -4.43141], [1.68096, 1.35958, -3.71869], [1.44160, 0.99269, -2.41318], [0.27770, 1.24341, -1.76899], [-2.32329, 3.18322, -2.03936], [-2.63412, 1.46751, -1.82808], [-3.43361, 3.19431, -0.02860], [-2.63087, 2.80825, 1.48089], [-5.39207, 1.83688, 0.89008], [-6.38755, -0.45245, 0.93119], [-4.87783, -2.40639, 0.49247], [-2.51357, -2.00688, 0.07108], [-1.33123, 4.41214, 0.21928], [-0.26410, 3.84752, -1.04789], [0.52772, 5.42138, 1.47316], [2.60951, 5.09001, 2.80388], [3.64463, 2.80587, 2.84808], [2.52573, 0.97918, 1.69445], [-1.27083, 2.88614, -4.26864], [0.85946, 2.33247, -5.45790], [2.64133, 1.12901, -4.15860], [2.21791, 0.50100, -1.85209], [3.30381, -4.96408, -2.63475], [3.22431, -3.47055, -1.55174], [3.57164, -3.86795, 0.22564], [4.28686, -2.08250, -2.18896], [1.41711, -2.80352, -1.68208], [0.49517, -3.35816, -2.57425], [-0.78742, -2.83707, -2.74503], [-1.17044, -1.75235, -1.99342], [-0.31253, -1.20883, -1.11125], [0.92617, -1.71014, -0.98244], [1.81283, -0.69742, 0.16646], [4.30096, -5.40488, -2.55869], [3.14530, -4.72311, -3.68854], [2.59220, -5.73987, -2.34322], [4.53149, -4.38788, 0.28463], [2.81694, -4.53761, 0.64443], [3.64711, -2.98634, 0.86475], [5.33820, -2.38041, -2.18145], [4.21504, -1.17510, -1.58297], [4.02620, -1.83995, -3.22242], [0.78492, -4.21727, -3.16792], [-1.47709, -3.26709, -3.45794], [-2.13553, -1.28182, -2.11067], [-0.04144, -3.03747, 4.79449], [-0.37961, -3.06251, 3.53538], [-1.56481, -3.58583, 3.35078], [0.52937, -3.65157, 2.79188], [-0.41377, -1.28115, 2.95119], [-0.81601, -1.35918, 1.47673], [0.86252, -0.63841, 3.06945], [-1.58941, -0.63834, 3.76669], [-1.77766, 0.89593, 3.48772], [-1.06023, 1.23862, 2.16672], [-3.11302, 1.35661, 3.54899], [-0.77850, 1.85720, 4.76749], [-0.90717, 1.21759, 5.90119], [-1.30455, 3.05992, 4.81918], [0.48390, 1.91847, 4.39399]], "mulliken_charge": [2.432, -1.326, 0.416, -1.760, 0.857, -1.182, -0.644, -1.140, -0.367, 0.764, -1.724, 1.018, -1.028, -0.469, -1.262, -0.047, 0.519, 0.447, -1.023, -0.620, -0.972, -0.527, 0.461, 0.787, 0.544, 0.864, 0.581, 0.572, 0.516, 0.529, 0.548, 0.587, 0.498, 0.583, 0.504, 0.519, 0.633, 0.593, 0.496, 0.547, 0.660, -1.158, 0.333, -0.997, -0.946, -0.031, 0.130, -1.848, -0.329, 0.158, 0.180, -0.404, 0.370, 0.355, 0.374, 0.409, 0.318, 0.302, 0.451, 0.250, 0.309, 0.532, 0.513, 0.719, -0.144, 0.543, -0.156, -0.118, 1.079, -0.798, -0.545, -0.638, 1.112, -0.281, -0.541, 0.641, -0.182, -0.190, -0.157], "charge": 3, "homo_energy_ev": -17.1}

(B)
{"formula": "C28H30F6N6O4S3SiTa", "method": "ωB97M-V with the def2-TZVPD basis set", "symbols": ["Ta", "C", "N", "C", "C", "C", "C", "C", "C", "N", "C", "C", "C", "C", "C", "C", "N", "C", "C", "C", "C", "C", "N", "H", "H", "H", "H", "H", "H", "H", "H", "H", "H", "H", "H", "H", "H", "H", "H", "H", "H", "C", "Si", "C", "C", "C", "C", "C", "C", "N", "C", "S", "H", "H", "H", "H", "H", "H", "H", "H", "H", "H", "H", "H", "F", "C", "F", "F", "S", "O", "O", "N", "S", "O", "O", "C", "F", "F", "F"], "coordinates": [[-0.68982, -0.17619, -0.14882], [-3.75950, 0.70594, -0.05080], [-2.70001, 0.38102, -1.05652], [-3.14072, -0.73538, -1.93833], [-1.98930, -1.11604, -2.82174], [-2.18711, -1.76354, -4.02085], [-1.08796, -2.08035, -4.80670], [0.17502, -1.72495, -4.35780], [0.30050, -1.09098, -3.14147], [-0.75841, -0.77547, -2.37020], [-2.50506, 1.59948, -1.91067], [-1.84652, 2.63443, -1.05675], [-2.00376, 3.98648, -1.28319], [-1.43247, 4.88570, -0.39475], [-0.75824, 4.38380, 0.70808], [-0.63300, 3.01847, 0.85988], [-1.14360, 2.13786, -0.02054], [-3.45597, 0.13811, 1.29725], [-4.47069, -0.04177, 2.21826], [-4.16279, -0.49076, 3.49136], [-2.83773, -0.77090, 3.78908], [-1.88142, -0.59006, 2.81600], [-2.16409, -0.11359, 1.58416], [-4.72608, 0.35971, -0.41882], [-3.82491, 1.79037, 0.04474], [-3.99964, -0.41432, -2.53175], [-3.44809, -1.57354, -1.31297], [-3.19159, -2.01505, -4.33434], [-1.21678, -2.59112, -5.75179], [1.06240, -1.94678, -4.93338], [1.27689, -0.85189, -2.75261], [-3.47849, 1.93903, -2.27114], [-1.89975, 1.34867, -2.78046], [-2.58278, 4.32568, -2.13212], [-1.53758, 5.95209, -0.54420], [-0.33354, 5.03864, 1.45570], [-0.11339, 2.60708, 1.71179], [-5.49232, 0.17415, 1.93477], [-4.94087, -0.63144, 4.22979], [-2.53993, -1.14460, 4.75844], [-0.85666, -0.85776, 3.02864], [4.75342, 2.95741, 2.43964], [4.32133, 1.18891, 2.04965], [5.77128, 0.18892, 1.45586], [3.45500, 0.36074, 3.47847], [3.15213, 1.29682, 0.50368], [3.68872, 1.83310, -0.67532], [2.94642, 1.96057, -1.84505], [1.64956, 1.49733, -1.86052], [1.11008, 0.95959, -0.75900], [1.83196, 0.90266, 0.38280], [0.76428, 0.29933, 1.66533], [5.49580, 2.98789, 3.23983], [3.88223, 3.52015, 2.78066], [5.18443, 3.48259, 1.58512], [6.45622, 0.02493, 2.29078], [6.34162, 0.69085, 0.67230], [5.46751, -0.79201, 1.08591], [4.18474, 0.26743, 4.28757], [3.11182, -0.64838, 3.24519], [2.62472, 0.94628, 3.87696], [4.71787, 2.17483, -0.67969], [3.37290, 2.40445, -2.73346], [1.02682, 1.55933, -2.74366], [-1.76191, -5.59906, 1.32690], [-2.20178, -4.37925, 1.17608], [-2.29553, -3.74987, 2.33795], [-3.36280, -4.35481, 0.54694], [-1.00326, -3.46239, 0.09409], [-1.58944, -2.05397, 0.07825], [-0.98925, -4.04290, -1.20272], [0.28957, -3.44819, 0.96326], [1.51232, -2.70459, 0.29444], [0.91857, -1.62038, -0.55624], [2.52376, -2.34560, 1.21358], [2.28108, -3.86893, -0.98857], [1.82753, -5.07892, -0.77274], [3.57928, -3.81203, -0.84003], [1.93674, -3.45306, -2.19946]], "mulliken_charge": [2.272, -1.533, 0.151, -1.689, 0.906, -1.129, -0.736, -0.967, -0.512, 0.829, -1.180, 0.474, -1.052, -0.565, -1.073, -0.285, 0.750, 0.818, -1.071, -0.462, -1.162, -0.176, 0.484, 0.645, 0.489, 0.872, 0.557, 0.592, 0.504, 0.555, 0.544, 0.789, 0.526, 0.603, 0.500, 0.537, 0.547, 0.572, 0.504, 0.528, 0.609, -1.122, 0.095, -1.035, -0.962, 0.156, -0.098, -1.845, -0.404, 0.291, 0.903, -0.735, 0.375, 0.339, 0.382, 0.403, 0.359, 0.317, 0.450, 0.275, 0.308, 0.464, 0.497, 0.617, -0.141, 0.501, -0.151, -0.172, 1.274, -0.790, -0.665, -0.625, 1.284, -0.555, -0.600, 0.554, -0.196, -0.176, -0.136], "charge": 3, "homo_energy_ev": -17.1}

Tell me which of them is the least stable. Sure, it is (A).

(A)
{"formula": "C3H6O", "method": "ωB97M-V with the def2-TZVPD basis set", "symbols": ["C", "C", "O", "C", "H", "H", "H", "H", "H", "H"], "coordinates": [[-1.69822, 0.29763, 0.30708], [0.46949, -0.45916, 0.53878], [-0.30000, 0.56094, 0.22274], [1.69764, -0.26054, -0.29669], [-2.20602, 1.25604, 0.19672], [-1.91315, -0.33090, -0.55939], [-1.96870, -0.23539, 1.22271], [1.60665, -1.09788, -1.00851], [1.67564, 0.68023, -0.85948], [2.63667, -0.41098, 0.23603]], "mulliken_charge": [-0.530, -0.249, -0.111, -0.701, 0.218, 0.283, 0.292, 0.266, 0.248, 0.283], "homo_energy_ev": -8.5}

(B)
{"formula": "C3H6O", "method": "ωB97M-V with the def2-TZVPD basis set", "symbols": ["C", "C", "C", "O", "H", "H", "H", "H", "H", "H"], "coordinates": [[0.99603, -0.30028, 0.05076], [-0.09370, 0.54494, -0.04969], [-1.26342, 1.11194, 0.01790], [-0.15836, -1.74146, 0.29050], [-0.07681, -2.45330, -0.36050], [1.47274, -0.42666, 1.01606], [1.50768, -0.58488, -0.86130], [1.15053, 1.18515, -0.03205], [-2.14399, 0.48049, 0.00018], [-1.39071, 2.18406, -0.07186]], "mulliken_charge": [-0.106, 0.099, -0.585, -0.765, 0.235, 0.236, 0.260, 0.078, 0.278, 0.270], "homo_energy_ev": -8.7}

(C)
{"formula": "C3H6O", "method": "ωB97M-V with the def2-TZVPD basis set", "symbols": ["C", "C", "C", "O", "H", "H", "H", "H", "H", "H"], "coordinates": [[0.89471, 0.09892, 1.58270], [0.44291, -0.48666, 0.45116], [-0.60807, 0.34181, -0.25098], [-0.69019, -0.05717, -1.60792], [1.77314, -0.30449, 2.03648], [0.35004, 0.87804, 2.13610], [0.81644, -1.49542, 0.16106], [-0.35991, 1.34423, -0.28269], [-1.61342, 0.36105, 0.16855], [0.17797, -0.05050, -2.05341]], "mulliken_charge": [-0.759, -0.055, -0.448, -0.549, 0.267, 0.239, 0.362, 0.325, 0.321, 0.297], "homo_energy_ev": -9.6, "smiles": "C=CCO"}

Tell me which of them is the least stable. Sure, it is (B).

(A)
{"formula": "C3H6O", "method": "ωB97M-V with the def2-TZVPD basis set", "symbols": ["O", "C", "C", "C", "H", "H", "H", "H", "H", "H"], "coordinates": [[-0.80677, -0.34915, 0.31993], [-0.22361, 0.82081, -0.15323], [-0.52558, -1.55594, -0.93105], [0.76665, 1.44115, 0.46554], [-0.43459, -0.57294, 1.18844], [-0.68035, 1.09531, -1.09397], [0.49785, -1.80443, -0.57621], [-1.16826, -2.32014, -0.45291], [1.17879, 2.34934, 0.04313], [1.20993, 1.06408, 1.38454]], "mulliken_charge": [-0.338, 0.167, -0.622, -0.759, 0.372, 0.416, 0.160, 0.156, 0.242, 0.206], "homo_energy_ev": -8.0}

(B)
{"formula": "C3H6O", "method": "ωB97M-V with the def2-TZVPD basis set", "symbols": ["C", "C", "C", "O", "H", "H", "H", "H", "H", "H"], "coordinates": [[-1.58761, 0.12340, 0.30698], [-0.26499, 0.05590, -0.36105], [2.00373, -0.25657, -0.02443], [0.74021, -0.45984, 0.27942], [-1.63155, -0.63066, 1.09870], [-2.38019, -0.06331, -0.42623], [-1.77396, 1.11026, 0.76377], [-0.01316, 0.58811, -1.27662], [2.71769, -0.95659, 0.38400], [2.18280, 0.49296, -0.78825]], "mulliken_charge": [-0.896, -0.076, -0.423, -0.222, 0.271, 0.280, 0.237, 0.341, 0.268, 0.221], "homo_energy_ev": [-7.0, -7.3]}

(C)
{"formula": "C3H6O", "method": "ωB97M-V with the def2-TZVPD basis set", "symbols": ["C", "C", "C", "O", "H", "H", "H", "H", "H", "H"], "coordinates": [[0.29495, -1.09987, -0.55507], [0.30921, 0.27177, 0.07829], [-1.02144, 1.09622, 0.81100], [-0.02994, 0.23834, 1.39786], [1.10821, -1.64743, -0.06539], [0.47925, -1.09430, -1.63224], [-0.63725, -1.63604, -0.34561], [1.06181, 0.98156, -0.25116], [-0.62955, 2.12588, 0.91169], [-0.93525, 0.76388, -0.34939]], "mulliken_charge": [-1.140, 0.156, -0.510, -0.300, 0.309, 0.341, 0.306, 0.414, 0.143, 0.282], "homo_energy_ev": -8.6}

Tell me which of them is the least stable. Sure, it is (A).